# C9H36BeN18O9

C9H36BeN18O9 as an isolated structure at a distorted geometry (wB97M-V/def2-TZVPD, the OMol25 dataset).

```
! wB97M-V def2-TZVPD RIJCOSX def2/J DEFGRID3
* xyz 2 1
Be 0.056 -0.713 -0.187
C -3.091 0.099 1.646
O -2.197 -0.414 1.053
N -4.302 -0.318 1.517
N -3.011 1.043 2.532
H -5.019 0.267 1.923
H -4.567 -1.011 0.832
H -2.105 1.457 2.696
H -3.837 1.287 3.061
C 0.162 2.209 2.156
O 0.268 1.349 1.293
N -0.787 3.117 2.257
N 0.990 2.458 3.153
H -1.527 2.907 1.603
H -0.861 3.744 3.045
H 0.631 2.950 3.959
H 1.935 2.103 3.145
C 0.308 -1.581 3.372
O 0.345 -1.308 2.212
N 0.725 -2.677 3.897
N -0.177 -0.772 4.301
H 0.774 -2.860 4.889
H 1.268 -3.283 3.299
H -0.518 0.112 3.950
H -0.231 -0.932 5.297
C -1.099 -3.861 0.254
O -0.611 -3.083 -0.569
N -0.433 -4.907 0.690
N -2.260 -3.804 0.881
H 0.389 -5.298 0.252
H -0.811 -5.481 1.431
H -2.485 -4.469 1.608
H -2.887 -3.022 0.754
C 3.827 -1.193 0.299
O 2.599 -0.989 0.317
N 4.377 -2.220 -0.149
N 4.703 -0.509 0.830
H 3.743 -2.774 -0.707
H 5.318 -2.029 -0.462
H 4.367 0.181 1.487
H 5.648 -0.825 0.989
C 1.999 1.979 -1.579
O 1.289 1.024 -1.319
N 2.806 2.182 -2.581
N 2.007 3.056 -0.877
H 2.591 1.521 -3.314
H 3.517 2.881 -2.739
H 2.284 3.859 -1.423
H 1.386 3.093 -0.082
C 1.723 -2.349 -3.023
O 1.163 -1.630 -2.237
N 1.111 -3.343 -3.577
N 2.994 -2.243 -3.416
H 0.110 -3.269 -3.464
H 1.577 -3.851 -4.315
H 3.069 -2.787 -4.264
H 3.553 -1.488 -3.046
C -2.700 3.647 -0.401
O -3.122 3.736 0.750
N -1.501 3.766 -0.730
N -3.519 3.411 -1.311
H -0.950 4.363 -0.130
H -1.230 3.637 -1.694
H -4.467 3.500 -0.974
H -3.249 3.533 -2.277
C -1.556 0.530 -2.907
O -1.649 -0.218 -1.977
N -2.428 0.682 -3.886
N -0.576 1.353 -3.155
H -3.268 0.198 -3.602
H -2.316 1.326 -4.655
H -0.465 1.742 -4.080
H 0.200 1.210 -2.524
*
```

The calculation puts the highest occupied orbital energy at -14.1 eV. As for the HOMO-LUMO gap: 9.2 eV. Its largest force on an atom is 10.7 eV/A. For the total energy, the calculation gives -55558.4425 eV.

---

# C25H44N4O7S6

A 5-piece molecular cluster, C25H44N4O7S6 overall at a distorted geometry (wB97M-V/def2-TZVPD, the OMol25 dataset).

```
! wB97M-V def2-TZVPD RIJCOSX def2/J DEFGRID3
* xyz 2 1
O 0.268 -1.582 4.876
S 1.480 -1.562 5.649
O 1.261 -2.027 6.977
C 2.696 -2.654 4.802
N 2.643 -2.370 3.349
C 1.674 -2.963 2.626
C 1.562 -2.707 1.278
C 2.475 -1.837 0.653
C 2.308 -1.564 -0.812
C 1.731 -2.461 -1.718
C 1.608 -2.060 -3.044
N 2.032 -0.874 -3.462
C 1.846 -0.499 -4.890
C 0.473 0.127 -5.230
C -0.154 0.995 -4.110
C -0.793 0.190 -2.962
S -2.285 1.002 -2.309
C -2.712 -0.048 -0.947
N -3.596 0.127 -0.025
N -3.466 -0.987 0.770
C -2.572 -1.770 0.320
O -2.037 -1.210 -0.830
C 2.603 0.008 -2.628
C 2.755 -0.319 -1.303
C 3.477 -1.247 1.445
C 3.537 -1.541 2.784
H 1.958 -0.272 5.682
H 2.452 -3.698 5.031
H 3.696 -2.362 5.149
H 0.978 -3.650 3.112
H 0.755 -3.178 0.717
H 1.376 -3.439 -1.398
H 1.128 -2.777 -3.716
H 2.694 0.130 -5.192
H 1.933 -1.426 -5.481
H 0.653 0.803 -6.082
H -0.283 -0.594 -5.570
H 0.597 1.729 -3.769
H -0.938 1.604 -4.595
H -0.060 0.142 -2.134
H -1.037 -0.853 -3.219
H -2.247 -2.714 0.746
H 2.936 0.990 -2.961
H 3.200 0.403 -0.618
H 4.197 -0.558 1.004
H 4.305 -1.129 3.442
C -3.928 3.657 0.327
S -4.756 4.694 -0.886
O -3.991 4.586 -2.161
C -4.308 6.255 -0.117
H -4.046 2.618 0.027
H -2.868 3.911 0.366
H -4.388 3.805 1.304
H -3.222 6.336 -0.046
H -4.754 6.312 0.876
H -4.694 7.065 -0.734
C -1.559 9.175 1.396
S -0.487 7.838 1.941
O -1.215 6.558 1.700
C -0.615 8.204 3.698
H -1.655 9.115 0.313
H -2.541 9.072 1.857
H -1.112 10.131 1.668
H -1.659 8.165 4.008
H -0.200 9.192 3.893
H -0.044 7.456 4.245
C 4.530 -4.502 -3.432
S 3.685 -4.310 -5.010
O 2.213 -4.366 -4.733
C 4.176 -5.904 -5.670
H 4.328 -3.620 -2.824
H 4.161 -5.391 -2.921
H 5.603 -4.584 -3.604
H 3.829 -6.699 -5.010
H 5.261 -5.936 -5.765
H 3.722 -6.021 -6.652
C -4.955 -3.455 3.732
S -3.308 -3.161 3.082
O -2.730 -4.488 2.694
C -2.550 -2.693 4.638
H -5.588 -3.798 2.917
H -4.913 -4.218 4.509
H -5.355 -2.525 4.135
H -2.652 -3.500 5.365
H -3.021 -1.786 5.017
H -1.498 -2.505 4.451
*
```

The calculation puts the highest occupied orbital energy at -11.3 eV. As for the HOMO-LUMO gap: 3.3 eV. Its largest force on an atom is 3.2 eV/A. For the total energy, the calculation gives -111922.3176 eV.

---

# C36H42BBrN10O2PS2Ti

C36H42BBrN10O2PS2Ti as an isolated structure at a distorted geometry (wB97M-V/def2-TZVPD, the OMol25 dataset).

```
! wB97M-V def2-TZVPD RIJCOSX def2/J DEFGRID3
* xyz 1 3
Ti 0.708 -0.710 0.647
C 2.636 0.214 3.051
O 1.483 -0.506 2.773
C 0.685 -0.888 3.816
C 1.239 -1.077 5.141
C 0.330 -1.510 6.114
C -0.967 -1.761 5.767
C -1.480 -1.681 4.451
C -0.606 -1.239 3.405
N -0.889 -1.126 2.042
N -2.132 -1.421 1.795
C -2.513 -1.658 0.455
C -1.772 -1.345 -0.720
O -0.763 -0.475 -0.616
C -2.342 -1.463 -2.037
C -3.518 -2.235 -2.242
C -4.196 -2.664 -1.089
C -5.466 -3.130 -1.289
C -6.312 -3.219 -0.253
C -5.915 -3.074 1.080
C -4.631 -2.583 1.329
C -3.795 -2.378 0.234
H 3.459 -0.540 3.299
H 2.414 0.806 3.879
H 3.032 0.784 2.196
H 2.344 -1.058 5.280
H 0.697 -1.838 7.100
H -1.596 -2.343 6.452
H -2.503 -1.962 4.195
H -1.695 -0.992 -2.784
H -4.030 -2.319 -3.174
H -5.807 -3.137 -2.332
H -7.259 -3.642 -0.513
H -6.579 -3.235 1.840
H -4.377 -2.373 2.359
C -0.034 3.190 -5.671
N 0.672 2.314 -4.759
C 1.249 1.059 -5.048
C 1.960 0.749 -3.978
N 1.908 1.714 -3.043
B 2.603 1.705 -1.693
N 3.923 0.783 -1.861
C 5.164 1.288 -2.278
C 6.140 0.427 -1.827
N 5.406 -0.604 -1.215
C 5.922 -1.871 -0.587
C 4.095 -0.354 -1.180
S 2.992 -1.409 -0.383
C 1.238 2.779 -3.622
S 0.847 4.311 -3.118
H -0.155 2.710 -6.583
H 0.706 3.953 -5.794
H -0.970 3.662 -5.442
H 1.046 0.491 -5.923
H 2.460 -0.233 -3.715
H 1.942 1.114 -0.806
H 2.940 2.840 -1.440
H 5.184 2.313 -2.627
H 7.187 0.358 -2.049
H 7.055 -1.828 -0.637
H 5.531 -2.726 -1.174
H 5.734 -2.016 0.472
Br 0.224 -4.935 -3.319
C 0.287 -4.673 -1.403
C -0.038 -5.632 -0.448
C 0.000 -5.230 0.873
C 0.308 -3.849 1.136
N 0.548 -2.923 0.199
C 0.614 -3.375 -1.062
H -0.304 -6.615 -0.731
H -0.039 -5.850 1.734
H 0.208 -3.373 2.099
H 0.996 -2.750 -1.837
C -0.310 4.916 0.296
N -1.047 3.890 -0.619
C -2.442 3.677 0.019
N -2.415 3.189 1.346
C -1.696 4.251 2.093
N -0.339 4.522 1.629
C 0.449 3.367 1.863
P -0.090 1.781 1.048
C -0.207 2.627 -0.559
C -1.808 1.861 1.541
H -0.825 5.879 0.133
H 0.709 5.005 -0.084
H -1.104 4.179 -1.538
H -2.914 2.971 -0.615
H -3.014 4.607 -0.128
H -1.661 3.909 3.140
H -2.311 5.154 2.002
H 0.381 3.305 2.944
H 1.494 3.594 1.552
H -0.629 1.939 -1.341
H 0.835 2.941 -1.028
H -2.053 1.487 2.518
H -2.436 1.213 0.876
*
```

The calculation puts the highest occupied orbital energy (spin up / spin down) at -8.4 / -9.6 eV. As for the HOMO-LUMO gap (spin up / spin down): 5.6 / 6.8 eV. Its largest force on an atom is 5.4 eV/A. For the total energy, the calculation gives -181797.3638 eV.

---

# CH4ClNS

CH4ClNS as an isolated structure at a distorted geometry (wB97M-V/def2-TZVPD, the OMol25 dataset).

```
! wB97M-V def2-TZVPD RIJCOSX def2/J DEFGRID3
* xyz 0 1
C 1.024 -1.092 0.039
H 1.330 2.238 -0.770
H 1.707 -1.940 0.087
H -0.021 -1.272 0.299
H -1.395 0.005 1.383
N 1.509 0.028 -0.313
S 0.415 1.345 -0.376
Cl -1.468 -0.835 0.410
*
```

The calculation puts the highest occupied orbital energy at -8.9 eV. As for the HOMO-LUMO gap: 9.5 eV. Its largest force on an atom is 7.2 eV/A. For the total energy, the calculation gives -25946.2741 eV.